This record from the OMol25 dataset describes 2 unconnected molecules or ions with the total composition CH5BrN3O. The level of theory is ωB97M-V/def2-TZVPD.

Element x y z (Å)
N1 -0.363 -1.372 -1.278
H1 -0.831 -0.484 -1.588
N2 0.603 1.246 1.439
C1 -0.009 1.097 0.306
Br1 -1.952 0.565 0.567
O1 0.136 1.234 -0.847
N3 0.619 -1.091 -0.620
H2 0.008 1.473 2.293
H3 1.585 1.638 1.488
H4 -0.918 -2.329 -1.404
H5 1.121 -1.975 -0.355

Its energy above the lowest of the compared OMol25 structures with the same formula, charge and spin is 104.4 kJ/mol. Its LUMO energy is -6.6864 eV. The highest occupied orbital energy comes out at -0.5147 hartree. The calculated total energy comes out at -77668.6852 eV. Its net charge is +1.

Atomic partial charges in e from the Löwdin method, atoms 1 to 6: N 0.1336; H 0.1118; N 0.1279; C -0.9420; Br 0.6555; O -0.0248